A cluster of 9 separate species, C57H115F2N14O4S2 in total at a distorted geometry, computed with ωB97M-V/def2-TZVPD.

Each atom is followed by the atoms it is bonded to, with distances in Å.
Positions of all 194 atoms, in Å:
1 C -4.0539 -1.0094 6.5857  C2 1.592, H11 1.090, H12 1.090, H13 1.090
2 C -2.6056 -1.5921 6.2743  C1 1.592, C3 1.469, H14 1.090, H15 1.090
3 C -1.6550 -0.5210 6.6032  C2 1.469, C4 1.506, H16 1.090, H17 1.090
4 C -0.2519 -0.7169 6.0911  C3 1.506, N5 1.588, H18 1.090, H19 1.090
5 N 0.8258 0.3531 6.5554  C4 1.588, C6 1.517, C9 1.560, C10 1.470
6 C 1.0309 0.2871 8.0567  N5 1.517, C7 1.581, H20 1.090, H21 1.090
7 C 2.0934 -0.8710 8.2290  C6 1.581, C8 1.512, H22 1.090, H23 1.090
8 C 3.1133 -0.4218 7.2069  C7 1.512, C9 1.547, H24 1.090, H25 1.090
9 C 2.2247 -0.0514 5.9962  N5 1.560, C8 1.547, H26 1.090, H27 1.090
10 C 0.4834 1.6631 5.9823  N5 1.470, H28 1.090, H29 1.090, H30 1.090
11 H -4.8562 -1.6601 6.2379  C1 1.090
12 H -4.1503 -0.1401 5.9351  C1 1.090
13 H -4.2671 -0.7613 7.6254  C1 1.090
14 H -2.4456 -2.0152 5.2825  C2 1.090
15 H -2.3816 -2.4512 6.9067  C2 1.090
16 H -1.7409 -0.3137 7.6698  C3 1.090
17 H -1.9173 0.4297 6.1389  C3 1.090
18 H -0.2743 -0.7693 5.0026  C4 1.090
19 H 0.1334 -1.6825 6.4187  C4 1.090
20 H 1.4960 1.2115 8.3990  C6 1.090
21 H 0.1117 0.1067 8.6142  C6 1.090
22 H 2.6172 -0.9935 9.1770  C7 1.090
23 H 1.6807 -1.8785 8.1767  C7 1.090
24 H 3.7427 0.4066 7.5320  C8 1.090
25 H 3.7160 -1.2985 6.9698  C8 1.090
26 H 2.8062 0.7539 5.5475  C9 1.090
27 H 2.1408 -0.9870 5.4432  C9 1.090
28 H 0.1984 1.5125 4.9410  C10 1.090
29 H 1.3098 2.3710 5.9178  C10 1.090
30 H -0.3730 2.1007 6.4953  C10 1.090
31 C -2.8037 0.4515 -9.7397  C32 1.565, H41 1.090, H42 1.090, H43 1.090
32 C -3.2095 -0.4922 -8.5595  C31 1.565, C33 1.512, H44 1.090, H45 1.090
33 C -3.3527 0.2830 -7.2691  C32 1.512, C34 1.488, H46 1.090, H47 1.090
34 C -2.3687 1.3425 -6.9165  C33 1.488, N35 1.595, H48 1.090, H49 1.090
35 N -2.3707 1.9860 -5.4576  C34 1.595, C36 1.535, C39 1.560, C40 1.558
36 C -1.1359 2.8084 -5.0643  N35 1.535, C37 1.513, H50 1.090, H51 1.090
37 C -1.1461 2.8643 -3.5525  C36 1.513, C38 1.490, H52 1.090, H53 1.090
38 C -1.9236 1.6913 -3.0643  C37 1.490, C39 1.525, H54 1.090, H55 1.090
39 C -2.3401 0.9243 -4.3150  N35 1.560, C38 1.525, H56 1.090, H57 1.090
40 C -3.7070 2.7810 -5.3547  N35 1.558, H58 1.090, H59 1.090, H60 1.090
41 H -1.8359 0.9443 -9.6467  C31 1.090
42 H -3.4276 1.3406 -9.8298  C31 1.090
43 H -2.8229 -0.0097 -10.7272  C31 1.090
44 H -2.4688 -1.2904 -8.5107  C32 1.090
45 H -4.1409 -0.9778 -8.8506  C32 1.090
46 H -3.3928 -0.4465 -6.4601  C33 1.090
47 H -4.3154 0.7906 -7.3287  C33 1.090
48 H -2.4185 2.2043 -7.5821  C34 1.090
49 H -1.3621 0.9249 -6.9365  C34 1.090
50 H -1.4284 3.6912 -5.6327  C36 1.090
51 H -0.2764 2.2931 -5.4930  C36 1.090
52 H -1.6598 3.7997 -3.3309  C37 1.090
53 H -0.1363 2.9783 -3.1584  C37 1.090
54 H -2.6814 1.8219 -2.2918  C38 1.090
55 H -1.1640 1.0742 -2.5844  C38 1.090
56 H -3.3199 0.4548 -4.2271  C39 1.090
57 H -1.5239 0.2981 -4.6752  C39 1.090
58 H -3.7620 3.1898 -4.3458  C40 1.090
59 H -4.5526 2.1017 -5.4615  C40 1.090
60 H -3.6643 3.4923 -6.1795  C40 1.090
61 C 2.3302 3.6035 -1.8652  C62 1.558, H71 1.090, H72 1.090, H73 1.090
62 C 2.8970 4.9991 -1.4680  C61 1.558, C63 1.564, H74 1.090, H75 1.090
63 C 4.1995 4.8786 -0.6102  C62 1.564, C64 1.568, H76 1.090, H77 1.090
64 C 4.8147 6.2413 -0.1392  C63 1.568, N65 1.542, H78 1.090, H79 1.090
65 N 6.2726 6.2031 0.3603  C64 1.542, C66 1.557, C69 1.530, C70 1.503
66 C 6.7374 7.6570 0.6672  N65 1.557, C67 1.464, H80 1.090, H81 1.090
67 C 7.3681 8.1304 -0.5660  C66 1.464, C68 1.535, H82 1.090, H83 1.090
68 C 8.0735 6.8964 -1.1458  C67 1.535, C69 1.507, H84 1.090, H85 1.090
69 C 7.1171 5.7724 -0.8410  N65 1.530, C68 1.507, H86 1.090, H87 1.090
70 C 6.3878 5.2761 1.5374  N65 1.503, H88 1.090, H89 1.090, H90 1.090
71 H 1.9401 2.9957 -1.0488  C61 1.090
72 H 3.1897 3.0579 -2.2547  C61 1.090
73 H 1.6126 3.7250 -2.6767  C61 1.090
74 H 2.0994 5.5904 -1.0182  C62 1.090
75 H 3.1258 5.6631 -2.3016  C62 1.090
76 H 4.8772 4.3561 -1.2854  C63 1.090
77 H 4.0276 4.2073 0.2312  C63 1.090
78 H 4.1417 6.6182 0.6309  C64 1.090
79 H 4.8260 7.1263 -0.7754  C64 1.090
80 H 7.5539 7.6695 1.3892  C66 1.090
81 H 5.8532 8.2440 0.9160  C66 1.090
82 H 8.1083 8.8957 -0.3325  C67 1.090
83 H 6.6307 8.4744 -1.2912  C67 1.090
84 H 9.0520 6.7898 -0.6776  C68 1.090
85 H 8.1903 7.0756 -2.2146  C68 1.090
86 H 7.6111 4.8092 -0.7136  C69 1.090
87 H 6.4965 5.7090 -1.7348  C69 1.090
88 H 5.7543 5.6081 2.3599  C70 1.090
89 H 7.4293 5.2062 1.8511  C70 1.090
90 H 5.9734 4.3398 1.1639  C70 1.090
91 C 5.2821 -4.5744 2.5946  C92 1.510, H99 1.090, H100 1.090, H101 1.090
92 C 3.9097 -4.0024 2.3329  C91 1.510, N93 1.461, H102 1.090, H103 1.090
93 N 3.9131 -2.5446 2.2420  C92 1.461, C94 1.385, C97 1.354
94 C 3.0320 -1.7215 2.9231  N93 1.385, C95 1.434, H104 1.080
95 C 3.2671 -0.3688 2.5105  C94 1.434, N96 1.364, H105 1.080
96 N 4.2863 -0.4469 1.6072  C95 1.364, C97 1.334, C98 1.494
97 C 4.6700 -1.7187 1.4816  N93 1.354, N96 1.334, H106 1.080
98 C 4.9960 0.6980 0.9610  N96 1.494, H107 1.090, H108 1.090, H109 1.090
99 H 5.6272 -4.7143 1.5701  C91 1.090
100 H 5.2359 -5.5347 3.1081  C91 1.090
101 H 5.8512 -3.9225 3.2573  C91 1.090
102 H 3.2159 -4.3551 3.0960  C92 1.090
103 H 3.3995 -4.4441 1.4769  C92 1.090
104 H 2.2961 -2.0622 3.6363  C94 1.080
105 H 2.8103 0.5760 2.7655  C95 1.080
106 H 5.5780 -1.9320 0.9373  C97 1.080
107 H 4.3740 1.5873 0.8602  C98 1.090
108 H 5.2949 0.4051 -0.0455  C98 1.090
109 H 5.9047 0.8322 1.5478  C98 1.090
110 C -4.8514 -3.8053 -6.0506  C111 1.477, H118 1.090, H119 1.090, H120 1.090
111 C -3.6166 -4.0863 -5.2911  C110 1.477, N112 1.446, H121 1.090, H122 1.090
112 N -3.3100 -3.1711 -4.2143  C111 1.446, C113 1.371, C116 1.367
113 C -2.0703 -2.7945 -3.7670  N112 1.371, C114 1.378, H123 1.080
114 C -2.1613 -1.9183 -2.7075  C113 1.378, N115 1.391, H124 1.080
115 N -3.5127 -1.6972 -2.4620  C114 1.391, C116 1.399, C117 1.424
116 C -4.1726 -2.4361 -3.4494  N112 1.367, N115 1.399, H125 1.080
117 C -4.0639 -0.7959 -1.5079  N115 1.424, H126 1.090, H127 1.090, H128 1.090
118 H -5.3749 -4.6929 -6.4057  C110 1.090
119 H -4.5083 -3.3534 -6.9813  C110 1.090
120 H -5.6887 -3.2153 -5.6777  C110 1.090
121 H -2.6549 -4.1843 -5.7947  C111 1.090
122 H -3.9156 -5.0873 -4.9801  C111 1.090
123 H -1.2288 -3.1923 -4.3149  C113 1.080
124 H -1.4034 -1.4393 -2.1054  C114 1.080
125 H -5.2375 -2.5953 -3.3652  C116 1.080
126 H -5.0756 -1.1267 -1.2731  C117 1.090
127 H -4.1149 0.2150 -1.9125  C117 1.090
128 H -3.3723 -0.6205 -0.6838  C117 1.090
129 C -4.3247 -6.0854 -2.2024  C130 1.475, H137 1.090, H138 1.090, H139 1.090
130 C -3.2099 -5.8004 -1.2792  C129 1.475, N131 1.483, H140 1.090, H141 1.090
131 N -3.6282 -5.3817 0.0811  C130 1.483, C132 1.397, C135 1.400
132 C -4.6959 -4.5584 0.4474  N131 1.397, C133 1.381, H142 1.080
133 C -4.5516 -4.3081 1.7975  C132 1.381, N134 1.384, H143 1.080
134 N -3.4311 -4.9718 2.2645  C133 1.384, C135 1.359, C136 1.404
135 C -2.9439 -5.7338 1.2505  N131 1.400, N134 1.359, H144 1.080
136 C -2.8643 -4.9542 3.5487  N134 1.404, H145 1.090, H146 1.090, H147 1.090
137 H -4.0547 -6.5897 -3.1303  C129 1.090
138 H -4.8540 -5.1861 -2.5175  C129 1.090
139 H -5.0869 -6.7370 -1.7753  C129 1.090
140 H -2.6577 -4.9053 -1.5657  C130 1.090
141 H -2.4154 -6.5240 -1.0968  C130 1.090
142 H -5.2697 -4.0249 -0.2959  C132 1.080
143 H -5.0649 -3.6593 2.4917  C133 1.080
144 H -2.0330 -6.3102 1.3175  C135 1.080
145 H -1.7971 -4.7328 3.5366  C136 1.090
146 H -3.0755 -5.9106 4.0268  C136 1.090
147 H -3.4197 -4.1034 3.9435  C136 1.090
148 C 6.9213 -2.3648 -3.0645  C149 1.519, H156 1.090, H157 1.090, H158 1.090
149 C 6.0998 -2.1570 -1.8039  C148 1.519, N150 1.452, H159 1.090, H160 1.090
150 N 4.6738 -2.1498 -2.0760  C149 1.452, C151 1.380, C154 1.386
151 C 3.8894 -1.1338 -2.5837  N150 1.380, C152 1.429, H161 1.080
152 C 2.5254 -1.5500 -2.6739  C151 1.429, N153 1.362, H162 1.080
153 N 2.5015 -2.8222 -2.1893  C152 1.362, C154 1.415, C155 1.482
154 C 3.7951 -3.1643 -1.7304  N150 1.386, N153 1.415, H163 1.080
155 C 1.3425 -3.6700 -1.8245  N153 1.482, H164 1.090, H165 1.090, H166 1.090
156 H 6.7819 -3.3660 -3.4721  C148 1.090
157 H 7.9896 -2.2408 -2.8873  C148 1.090
158 H 6.5533 -1.7802 -3.9077  C148 1.090
159 H 6.2163 -1.1564 -1.3876  C149 1.090
160 H 6.3559 -2.9783 -1.1345  C149 1.090
161 H 4.3480 -0.2417 -2.9839  C151 1.080
162 H 1.6058 -1.2074 -3.1248  C152 1.080
163 H 4.1687 -4.0903 -1.3189  C154 1.080
164 H 1.0091 -4.3217 -2.6322  C155 1.090
165 H 0.4760 -3.0354 -1.6387  C155 1.090
166 H 1.6106 -4.3448 -1.0116  C155 1.090
167 C -4.3638 -0.7452 2.0802  C168 1.643, H175 1.090, H176 1.090, H177 1.090
168 C -4.1412 0.8371 1.6988  C167 1.643, N169 1.498, H178 1.090, H179 1.090
169 N -5.2064 1.6958 2.3095  C168 1.498, C170 1.404, C173 1.418
170 C -6.4714 1.9102 1.7392  N169 1.404, C171 1.361, H180 1.080
171 C -7.1798 2.8024 2.4835  C170 1.361, N172 1.382, H181 1.080
172 N -6.4663 3.1040 3.6280  C171 1.382, C173 1.450, C174 1.466
173 C -5.2658 2.2921 3.5948  N169 1.418, N172 1.450, H182 1.080
174 C -6.9447 4.0637 4.6277  N172 1.466, H183 1.090, H184 1.090, H185 1.090
175 H -5.2500 -1.2801 1.7388  C167 1.090
176 H -4.2823 -0.9177 3.1534  C167 1.090
177 H -3.5418 -1.2265 1.5504  C167 1.090
178 H -4.1521 1.2221 0.6791  C168 1.090
179 H -3.1737 1.2321 2.0084  C168 1.090
180 H -6.7243 1.4639 0.7888  C170 1.080
181 H -8.1380 3.2843 2.3567  C171 1.080
182 H -4.5035 2.2843 4.3599  C173 1.080
183 H -7.4806 4.8214 4.0561  C174 1.090
184 H -6.0530 4.4335 5.1339  C174 1.090
185 H -7.5302 3.4115 5.2758  C174 1.090
186 N -1.1200 -1.0960 0.1615  S187 1.460, S191 1.708
187 S -0.6648 -2.0560 1.1623  N186 1.460, O188 1.498, O189 1.431, F190 1.594, S191 2.388
188 O -1.2481 -2.0872 2.5414  S187 1.498
189 O 0.7039 -2.4004 0.9252  S187 1.431
190 F -1.3547 -3.2751 0.4014  S187 1.594
191 S -0.1503 0.2203 0.6546  N186 1.708, S187 2.388, O192 1.495, O193 1.456, F194 1.641
192 O 1.0374 0.4125 -0.2336  S191 1.495
193 O 0.0332 0.5187 2.0678  S191 1.456
194 F -1.1949 1.3714 0.1280  S191 1.641

The multiplicity is 2. Its expectation value of S² is 0.766. The value obtained for the energy is -4300.71204 a.u. The HOMO-LUMO gap (spin up / spin down) is 5.407 / 1.361 eV. The value obtained for the largest force on an atom is 9.944 eV Å⁻¹. As for the net charge: +8.